Run P
{
  "formula": "C3H18O6",
  "method": "wB97M-V/def2-TZVPD",
  "lumo_ev": -0.02,
  "charge": 0,
  "smiles": "CO.CO.CO.O.O.O",
  "gap_ha": 0.377,
  "elements": ["O", "H", "H", "O", "H", "H", "O", "H", "H", "C", "O", "H", "H", "H", "H", "C", "O", "H", "H", "H", "H", "C", "O", "H", "H", "H", "H"],
  "xyz": [[3.217, -0.844, 13.748], [3.640, -0.368, 13.033], [2.287, -0.637, 13.656], [-0.042, 2.414, 11.787], [0.542, 2.971, 11.272], [-0.522, 3.023, 12.348], [-3.306, -2.471, 13.245], [-2.508, -2.001, 13.003], [-3.176, -3.356, 12.905], [-1.933, 0.016, 9.884], [-2.269, -0.867, 10.987], [-2.815, 0.305, 9.312], [-1.504, 0.907, 10.342], [-1.197, -0.366, 9.176], [-2.398, -1.716, 10.558], [-0.411, -0.228, 14.204], [0.517, 0.039, 13.172], [-1.123, -1.013, 13.946], [0.175, -0.691, 14.998], [-0.971, 0.657, 14.505], [0.175, 0.607, 12.478], [-2.254, 2.475, 17.316], [-3.056, 3.505, 16.772], [-2.236, 1.672, 16.579], [-1.209, 2.785, 17.350], [-2.682, 2.063, 18.230], [-2.484, 3.892, 16.106]]
}


Run Q
{
  "formula": "C3H18O6",
  "method": "wB97M-V/def2-TZVPD",
  "lumo_ev": -0.24,
  "charge": 0,
  "gap_ha": 0.288,
  "elements": ["O", "H", "H", "H", "C", "C", "C", "O", "H", "H", "H", "H", "H", "H", "H", "O", "H", "H", "O", "H", "H", "O", "H", "H", "O", "H", "H"],
  "xyz": [[-0.831, -1.456, -0.888], [-1.586, -1.592, -0.240], [-0.564, -0.476, -0.893], [-0.009, -1.934, -0.625], [2.242, 1.074, 0.374], [0.737, 1.057, 0.669], [0.317, 2.181, 1.631], [-0.109, 1.091, -0.463], [2.723, 1.989, 0.030], [2.462, 0.227, -0.278], [2.711, 0.835, 1.336], [0.573, 0.092, 1.175], [0.446, 3.145, 1.137], [0.982, 2.216, 2.499], [-0.708, 2.014, 1.956], [1.055, -3.196, 0.106], [0.958, -3.617, 0.967], [1.780, -3.667, -0.319], [-3.007, 0.953, -0.763], [-2.037, 1.007, -0.636], [-3.120, 0.726, -1.691], [1.448, 0.484, -2.775], [1.022, 0.725, -1.922], [2.091, 1.180, -2.929], [-2.940, -1.747, 0.555], [-3.455, -0.946, 0.737], [-3.180, -2.367, 1.251]]
}


Relative energies, eV: run P 0.850; run Q 0.000.


Run P
{
  "formula": "C3H9N2O",
  "method": "wB97M-V/def2-TZVPD",
  "lumo_ev": -4.12,
  "charge": 1,
  "smiles": "NCCOC=[NH2+]",
  "gap_ha": 0.351,
  "elements": ["C", "C", "C", "N", "N", "O", "H", "H", "H", "H", "H", "H", "H", "H", "H"],
  "xyz": [[0.997, -0.474, -0.424], [-0.066, -0.846, 0.573], [-2.121, -0.200, -0.253], [-2.090, 1.020, 0.187], [1.997, 0.430, 0.065], [-1.277, -1.125, -0.127], [1.535, -1.460, -0.908], [0.386, 0.000, -1.289], [0.010, -1.803, 1.180], [-0.215, -0.041, 1.213], [-3.123, -0.451, -0.551], [-1.241, 1.322, 0.464], [-2.858, 1.734, -0.013], [2.683, -0.058, 0.815], [2.665, 0.448, -0.692]]
}


Run Q
{
  "formula": "C3H9N2O",
  "method": "wB97M-V/def2-TZVPD",
  "lumo_ev": -4.45,
  "charge": 1,
  "gap_ha": 0.392,
  "elements": ["C", "C", "C", "N", "N", "O", "H", "H", "H", "H", "H", "H", "H", "H", "H"],
  "xyz": [[-1.272, -1.358, 0.339], [-0.019, 1.496, -0.048], [-0.333, 0.446, -1.000], [-0.272, -1.647, 1.142], [-1.158, -0.569, -0.745], [0.096, 0.491, -2.190], [-2.096, -2.009, 0.523], [-0.140, 1.060, 0.946], [0.956, 1.931, -0.249], [-0.775, 2.277, -0.114], [2.319, 0.398, 0.425], [-0.406, -2.332, 1.889], [0.706, -1.216, 1.106], [1.975, -0.358, 0.414], [0.419, 1.392, -2.438]]
}


Run R
{
  "formula": "C3H9N2O",
  "method": "wB97M-V/def2-TZVPD",
  "lumo_ev": [-6.58, -5.01],
  "charge": 1,
  "gap_ha": [0.269, 0.328],
  "elements": ["C", "C", "C", "N", "N", "O", "H", "H", "H", "H", "H", "H", "H", "H", "H"],
  "xyz": [[-0.791, -0.473, 0.611], [-1.796, 0.520, -1.278], [2.970, -0.157, 0.719], [-1.858, -0.052, 0.063], [1.877, 0.131, -0.196], [-3.190, -0.086, 0.450], [-0.385, -0.714, 1.525], [-1.805, -0.413, -2.003], [-2.687, 1.134, -1.460], [-0.832, 1.135, -1.338], [2.627, -0.115, 1.768], [3.690, 0.635, 0.381], [3.271, -1.101, 0.407], [1.962, -0.364, -1.075], [-3.052, -0.081, 1.427]]
}


Relative energies, eV: run P 0.206; run Q 0.000; run R 6.308.